{
  "formula": "CH4N2O2PS2",
  "method": "ωB97M-V with the def2-TZVPD basis set",
  "elements": ["O", "H", "H", "O", "S", "N", "S", "N", "H", "H", "P", "C"],
  "positions_angstrom": [[0.560773, -0.490123, -2.297796], [-1.360675, 0.946747, -0.922157], [1.313034, -0.809392, 0.817323], [2.101646, 0.919579, -0.754081], [-1.622740, -2.457537, 1.413696], [0.424944, -1.028722, 0.362064], [-0.763596, 0.316558, 2.243496], [-0.472071, 1.427651, -0.884221], [0.497685, -1.915426, -0.140536], [-0.355128, 1.961143, -0.039168], [0.793579, 0.392506, -1.145741], [-0.664809, -1.073206, 1.331592]],
  "atomic_forces_ev_per_a": [[-0.19, -0.14, -0.07], [-0.07, 0.16, 0.07], [-0.24, -0.19, 0.25], [0.20, 0.20, 0.60], [0.59, 0.48, -0.40], [0.72, -0.19, -0.65], [-0.11, 0.16, 0.34], [0.51, -0.24, -0.33], [-0.04, 0.13, 0.10], [-0.18, 0.04, 0.30], [-0.87, -0.50, -0.45], [-0.31, 0.09, 0.25]],
  "nbo_charge": [-1.129, 0.402, 0.428, -1.122, -0.259, -0.892, -0.278, -1.200, 0.422, 0.411, 2.398, -0.181],
  "smiles": "N[P@@](=O)([O-])[NH2+]C(=S)[S-]",
  "total_charge": -1,
  "total_energy_ev": -39141.2401,
  "orbital_gap_ev": 7.87
}

{
  "formula": "C2H4N4O",
  "method": "ωB97M-V with the def2-TZVPD basis set",
  "elements": ["N", "N", "H", "H", "O", "H", "N", "C", "H", "N", "C"],
  "positions_angstrom": [[0.144668, 0.542837, -0.327427], [-1.318865, -1.234668, 0.046205], [-2.202696, -0.493365, -0.259158], [-0.828068, 1.705229, 1.051282], [-0.840542, 1.541236, -0.011577], [1.955323, 1.825881, 0.001511], [1.983963, -0.466540, 0.091731], [1.532569, 0.707819, -0.154827], [-1.278171, -2.162423, -0.379556], [0.964434, -1.321164, 0.011332], [-0.112610, -0.644837, -0.069517]],
  "atomic_forces_ev_per_a": [[-0.08, 8.39, 0.66], [-4.50, 2.52, -1.09], [3.46, -3.34, 0.89], [0.27, -0.84, -3.59], [0.84, 0.14, 2.49], [-0.77, -3.24, -0.67], [2.28, 0.97, -0.77], [-0.01, 3.67, 0.95], [-0.60, 0.46, 0.21], [1.12, -3.00, 1.01], [-2.00, -5.72, -0.08]],
  "nbo_charge": [-0.101, -0.807, 0.405, 0.480, -0.546, 0.222, -0.248, 0.079, 0.414, -0.353, 0.456],
  "smiles": "Nc1nncn1O",
  "total_charge": 0,
  "total_energy_ev": -10142.5367,
  "orbital_gap_ev": 8.94
}

no.,LUMO energy (eV),HOMO energy (eV)
1,3.4,-4.434
2,0.0,-8.906